1.
Entry from the Open Molecules 2025 dataset: a single C5H5ClO2 molecule (ωB97M-V/def2-TZVPD).

## Properties
2S+1: 3
E_LUMO (alpha / beta): 0.62 / -2.40 eV
Energy above the lowest of the compared OMol25 structures with the same formula, charge and spin: 268.8 kJ/mol

CARTESIAN COORDINATES (ANGSTROEM)
Cl (-3.69456, -1.48316, 0.01928)
O (-1.36263, 1.77587, 0.01773)
O (-3.70150, 1.89542, -0.07290)
C (0.68128, -1.41619, -0.04057)
C (-2.51563, -0.25958, -0.09794)
C (-2.54219, 1.03697, -0.04358)
C (-0.14104, 1.13782, 0.06055)
C (0.11468, -0.10078, 0.05436)
H (-3.53966, 2.71058, 0.47782)
H (0.64305, 1.93359, 0.14783)
H (-0.03875, -2.17989, 0.47914)
H (0.72855, -1.62234, -1.18393)
H (1.71611, -1.53132, 0.37405)

2.
Entry from the Open Molecules 2025 dataset: a single C5H5F molecule (ωB97M-V/def2-TZVPD).

## Properties
SMILES: C#CC(=C)CF
E_LUMO: 0.84 eV
Energy above the lowest of the compared OMol25 structures with the same formula, charge and spin: 193.2 kJ/mol

CARTESIAN COORDINATES (ANGSTROEM)
F (-1.30476, 1.22804, -0.64980)
C (-1.05112, 0.59554, 0.44725)
C (2.26113, 0.50213, -0.41336)
C (-0.41057, -1.81822, 0.44229)
C (1.24570, -0.14596, -0.17140)
C (-0.03996, -0.55871, 0.25847)
H (-1.92647, 0.05586, 0.80620)
H (3.16560, 1.04305, -0.58874)
H (0.44147, -2.55268, 0.35637)
H (-1.40588, -2.16399, 0.68631)
H (-0.56293, 1.11665, 1.20862)

3.
Entry from the Open Molecules 2025 dataset: 2 unconnected molecules or ions with the total composition C5H5F3 (ωB97M-V/def2-TZVPD).

## Properties
SMILES: FC=C(F)F.C=C=C
E_LUMO: 0.84 eV
Energy above the lowest of the compared OMol25 structures with the same formula, charge and spin: 246.1 kJ/mol

CARTESIAN COORDINATES (ANGSTROEM)
F (2.33337, 1.51595, 1.29055)
F (3.43215, -0.19109, -0.46429)
F (2.04371, -1.87263, 0.12726)
C (1.80912, 0.34872, 1.02334)
C (-2.95594, 0.54763, -0.04717)
C (-0.71525, -0.40079, -0.94113)
C (2.43218, -0.56815, 0.26912)
C (-1.84672, 0.04345, -0.56708)
H (-0.24443, -1.26337, -0.33441)
H (-0.14628, -0.04072, -1.82332)
H (0.78627, 0.20166, 1.37172)
H (-3.02419, 1.44699, 0.51557)
H (-3.90399, 0.23234, -0.42015)

4.
Entry from the Open Molecules 2025 dataset: 2 unconnected molecules or ions with the total composition C5H5F4O3 (ωB97M-V/def2-TZVPD).

## Properties
2S+1: 3
Total charge: -1
E_LUMO (alpha / beta): 3.70 / 2.21 eV

CARTESIAN COORDINATES (ANGSTROEM)
F (-2.23893, -1.32333, -0.24121)
F (-2.98272, 0.66358, 0.32719)
F (0.12709, -2.14966, 0.48447)
F (-1.51829, -0.08562, 1.52736)
O (2.45475, -1.45300, -0.93309)
O (2.78144, 0.30424, 0.42064)
O (-0.70302, -0.08415, -1.83954)
C (-0.77906, 0.43085, -0.74730)
C (-0.22429, 1.77650, -0.25578)
C (-1.85016, -0.06819, 0.25542)
C (2.07868, -0.73453, 0.13557)
C (0.90487, -1.13329, 0.87848)
H (-0.93478, 2.18752, 0.52221)
H (0.51905, -0.48351, 1.70818)
H (1.61618, -1.83750, -1.27173)
H (-0.01529, 2.36177, -1.16210)
H (0.76448, 1.62831, 0.19122)

5.
Entry from the Open Molecules 2025 dataset: 2 unconnected molecules or ions with the total composition C5H5FN2 (ωB97M-V/def2-TZVPD).

## Properties
E_LUMO (alpha / beta): -0.65 / -0.65 eV
Energy above the lowest of the compared OMol25 structures with the same formula, charge and spin: 605.2 kJ/mol

CARTESIAN COORDINATES (ANGSTROEM)
F (1.31929, 3.80178, 0.48500)
N (-0.24055, -0.14239, -0.73564)
N (-0.25956, -2.35709, -0.46059)
C (-0.65191, -0.40155, 0.57357)
C (1.44707, 2.51928, 0.74622)
C (-0.65898, -1.74049, 0.71836)
C (-0.09567, 1.05430, -1.25418)
C (-0.02398, -1.41686, -1.29276)
H (0.30866, -1.53501, -2.30459)
H (0.79963, 2.34478, 1.64104)
H (-0.89840, 0.38871, 1.24862)
H (0.23076, 1.00222, -2.30279)
H (-0.91573, -2.33364, 1.57299)

6.
Entry from the Open Molecules 2025 dataset: a single C5H5FO2 molecule (ωB97M-V/def2-TZVPD).

## Properties
SMILES: O=CO/C=C/C=C\F
E_LUMO: 0.76 eV
Energy above the lowest of the compared OMol25 structures with the same formula, charge and spin: 287.7 kJ/mol

CARTESIAN COORDINATES (ANGSTROEM)
F (2.66987, -0.97689, -0.20515)
O (-2.62604, 1.03281, -0.14422)
O (-1.77516, -1.00859, -0.00280)
C (0.19893, 0.54214, -0.09067)
C (2.76822, 0.39915, 0.09374)
C (-2.75878, -0.15514, 0.08916)
C (-0.29328, -0.69702, 0.11569)
C (1.66878, 1.08402, 0.17224)
H (0.21961, -1.76256, 0.64759)
H (-3.54913, -0.90189, 0.20951)
H (3.71681, 0.75532, -0.02147)
H (-0.58112, 1.30037, -0.49882)
H (1.87128, 2.16813, 0.40473)

7.
Entry from the Open Molecules 2025 dataset: a single C5H5FO2 molecule (ωB97M-V/def2-TZVPD).

## Properties
SMILES: C#C[C@]1(O)[C@@H](O)[C@@H]1F
E_LUMO: 0.54 eV
Energy above the lowest of the compared OMol25 structures with the same formula, charge and spin: 287.3 kJ/mol

CARTESIAN COORDINATES (ANGSTROEM)
F (0.16062, 0.07156, 2.09923)
O (1.16281, 0.08922, -1.39374)
O (-0.30819, -2.09827, -0.80891)
C (-0.45665, 1.52336, -0.31984)
C (0.23114, 0.23772, -0.37666)
C (0.53737, -0.46783, 0.90596)
C (-1.02965, 2.59253, -0.27094)
C (-0.54142, -1.00198, 0.02228)
H (-1.50716, 3.52454, -0.22334)
H (-0.06283, -2.87626, -0.25027)
H (-1.57246, -0.84400, 0.34347)
H (0.90547, -0.71234, -1.87033)
H (1.50975, -0.96646, 0.96375)

8.
Entry from the Open Molecules 2025 dataset: a single C5H5FO2 molecule (ωB97M-V/def2-TZVPD).

## Properties
SMILES: O[C@H]1C(F)=C[C@@H]2O[C@@H]21
E_LUMO: 0.70 eV
Energy above the lowest of the compared OMol25 structures with the same formula, charge and spin: 220.3 kJ/mol

CARTESIAN COORDINATES (ANGSTROEM)
F (-2.11711, -1.22343, 0.43567)
O (-1.37303, 1.43485, -0.46764)
O (1.80129, -0.13283, 0.86471)
C (0.04961, -1.45412, -0.44077)
C (-0.88883, -0.77501, 0.14618)
C (1.36864, -0.61322, -0.51779)
C (0.87003, 0.70570, 0.15432)
C (-0.66061, 0.62411, 0.42548)
H (-1.01047, 0.79672, 1.45812)
H (0.08903, -2.58680, -0.59641)
H (-1.49137, 2.28748, -0.12228)
H (2.18743, -0.74959, -1.19056)
H (1.17538, 1.68613, -0.14901)

9.
Entry from the Open Molecules 2025 dataset: a single C5H5FO2 molecule (ωB97M-V/def2-TZVPD).

## Properties
SMILES: O=C1C[C@@]2(F)C[C@@H]2O1
E_LUMO: 0.62 eV
Energy above the lowest of the compared OMol25 structures with the same formula, charge and spin: 404.9 kJ/mol

CARTESIAN COORDINATES (ANGSTROEM)
F (-0.66398, 0.07843, -1.56241)
O (0.83729, 2.70615, -0.61735)
O (-0.64044, 1.28884, 0.49845)
C (-0.58760, -0.02776, 0.82926)
C (0.67152, 1.58343, -0.23129)
C (-0.04936, -0.64496, -0.57328)
C (1.26591, 0.15572, -0.40249)
C (-1.22374, -1.29230, 0.32904)
H (1.83435, -0.08552, 0.41113)
H (-2.31389, -1.35127, -0.20212)
H (-1.07927, -2.17548, 1.00111)
H (-0.12788, -0.31247, 1.75990)
H (2.07709, 0.07718, -1.23995)

10.
Entry from the Open Molecules 2025 dataset: a gas-phase ion, C5H5FO5S (charge -2) (ωB97M-V/def2-TZVPD).

## Properties
SMILES: C=C(C)C(F)=[S@](=O)([O-])OC(=O)[O-]
Total charge: -2
E_LUMO: 6.29 eV
Energy above the lowest of the compared OMol25 structures with the same formula, charge and spin: 248.8 kJ/mol

CARTESIAN COORDINATES (ANGSTROEM)
S (1.46625, -0.97037, 0.51527)
F (-0.15212, -2.47344, -0.60630)
O (1.72486, 0.51548, 0.87748)
O (2.68542, -1.59181, 0.04165)
O (2.21553, 1.33767, -1.18513)
O (1.07666, -1.50530, 1.80889)
O (2.43476, 2.63761, 0.60160)
C (2.21025, 1.56672, 0.01275)
C (-2.48318, -0.92193, -0.35516)
C (-1.05170, 0.99446, -0.06886)
C (-0.01104, -1.08447, -0.58505)
C (-1.21223, -0.42578, -0.29073)
H (-0.96108, 1.27515, 1.10116)
H (-1.87943, 1.49938, -0.53560)
H (-3.38476, -0.27773, -0.15826)
H (-0.04236, 1.29839, -0.62861)
H (-2.63584, -1.87403, -0.54509)

11.
Entry from the Open Molecules 2025 dataset: a single C5H5FS2 molecule (ωB97M-V/def2-TZVPD).

## Properties
SMILES: C=C(F)CC(=S)C=S
E_LUMO: -1.97 eV
Energy above the lowest of the compared OMol25 structures with the same formula, charge and spin: 231.3 kJ/mol

CARTESIAN COORDINATES (ANGSTROEM)
S (2.43664, -1.05872, -0.67543)
S (1.07891, 2.31892, 1.54714)
F (-0.63839, 1.12469, -0.94861)
C (-2.00868, -0.82371, -1.02161)
C (-0.08183, -0.47416, 0.61048)
C (-1.02671, -0.16055, -0.41670)
C (1.69179, 1.12223, 0.65732)
C (1.39318, -0.23019, 0.16953)
H (-2.24572, -1.73585, -0.76106)
H (2.69737, 1.48011, 0.21984)
H (-0.21503, -1.51139, 0.73506)
H (-0.33856, 0.12427, 1.45978)
H (-2.74298, -0.17564, -1.57574)

12.
Entry from the Open Molecules 2025 dataset: a single C5H5FS2 molecule (ωB97M-V/def2-TZVPD).

## Properties
SMILES: C=C(F)C(=C)C(=S)S
E_LUMO: -0.83 eV
Energy above the lowest of the compared OMol25 structures with the same formula, charge and spin: 89.3 kJ/mol

CARTESIAN COORDINATES (ANGSTROEM)
S (3.04141, -0.27875, 0.20559)
S (1.61511, 2.18769, -0.01901)
F (-1.28684, 1.34157, -0.77255)
C (-0.95614, 0.28067, 0.05259)
C (1.61160, 0.44216, -0.03225)
C (0.41150, -1.53786, -0.77364)
C (0.37675, -0.29773, -0.27205)
C (-1.76318, -0.05970, 1.04499)
H (1.36142, -1.99369, -1.05411)
H (-0.53349, -2.08305, -0.89827)
H (-1.49976, -0.86338, 1.69877)
H (-2.71920, 0.44985, 1.15905)
H (0.34082, 2.41220, -0.33914)

13.
Entry from the Open Molecules 2025 dataset: a molecular structure, C5H5I2NO (ωB97M-V/def2-TZVPD).

## Properties
E_LUMO: -0.25 eV
Energy above the lowest of the compared OMol25 structures with the same formula, charge and spin: 95.1 kJ/mol

CARTESIAN COORDINATES (ANGSTROEM)
I (-0.74125, 1.87932, 1.89992)
I (2.53243, 0.34675, 1.89611)
O (1.71382, 0.07458, -1.09418)
N (-0.58570, -0.68936, -3.43844)
C (0.52486, 0.21655, 1.35491)
C (-0.09122, -1.12886, 1.65965)
C (-0.69354, 0.01544, -2.56063)
C (0.66356, 0.31423, -0.68594)
C (-0.59222, 0.85326, -1.42413)
H (-0.46190, 1.83115, -1.71889)
H (0.54957, -1.79124, 1.15631)
H (-0.11350, -1.33878, 2.64959)
H (-1.64878, 0.77310, -0.89025)
H (-1.05612, -1.35614, 1.19596)

14.
Entry from the Open Molecules 2025 dataset: a molecular structure, C5H5MnO15 (ωB97M-V/def2-TZVPD).

## Properties
2S+1: 6
Total charge: -3
E_LUMO (alpha / beta): 7.12 / 7.11 eV
Energy above the lowest of the compared OMol25 structures with the same formula, charge and spin: 101.8 kJ/mol

CARTESIAN COORDINATES (ANGSTROEM)
Mn (3.08365, -7.16387, -0.92923)
O (6.99908, -7.71780, -2.53154)
O (1.64420, -9.68714, 1.87633)
O (2.18119, -3.99000, 0.92619)
O (2.34096, -8.41095, -2.61792)
O (1.50324, -4.34066, -3.83582)
O (1.42997, -3.36401, -1.87202)
O (3.78780, -5.46598, 0.17132)
O (0.99306, -9.06244, -4.17864)
O (3.49001, -9.00084, 0.68876)
O (2.83153, -8.12971, -4.75110)
O (3.66840, -4.91456, 2.25860)
O (5.42279, -7.55037, -4.15820)
O (1.80753, -7.72675, 0.69201)
O (4.87538, -7.45457, -2.01081)
O (1.99084, -5.49398, -2.00752)
C (2.34935, -8.81509, 1.10620)
C (5.78111, -7.52515, -2.88269)
C (1.59038, -4.44788, -2.59684)
C (2.10708, -8.48228, -3.83033)
C (3.24749, -4.80189, 1.16521)
H (2.31060, -3.43259, 1.69699)
H (1.14686, -8.97220, -5.12193)
H (4.46556, -7.50310, -4.21365)
H (1.40634, -3.84669, -1.04253)
H (0.77256, -9.29053, 1.94373)

15.
Entry from the Open Molecules 2025 dataset: a single C5H5N molecule (ωB97M-V/def2-TZVPD).

## Properties
SMILES: C#C[C@H](C)C#N
E_LUMO: 0.79 eV
Energy above the lowest of the compared OMol25 structures with the same formula, charge and spin: 205.8 kJ/mol

CARTESIAN COORDINATES (ANGSTROEM)
N (-0.42459, 2.78424, -0.06449)
C (1.21638, -0.25060, 0.22453)
C (-0.16137, 0.21600, 0.44612)
C (-0.28679, 1.65915, 0.16285)
C (2.33074, -0.67481, 0.06845)
C (-1.18716, -0.58164, -0.38124)
H (-1.03816, -0.40572, -1.44948)
H (-0.39156, 0.08754, 1.51098)
H (-1.06425, -1.64891, -0.18018)
H (3.32414, -1.04564, -0.06423)
H (-2.20250, -0.27853, -0.11050)

16.
Entry from the Open Molecules 2025 dataset: 2 unconnected molecules or ions with the total composition C5H5N (ωB97M-V/def2-TZVPD).

## Properties
E_LUMO: 1.02 eV
Energy above the lowest of the compared OMol25 structures with the same formula, charge and spin: 548.2 kJ/mol

CARTESIAN COORDINATES (ANGSTROEM)
N (3.24347, 1.34856, -0.01239)
C (0.00863, -0.20914, -0.56146)
C (2.64068, 1.09340, 0.94434)
C (-1.06437, -0.22421, 0.86301)
C (-0.40666, 0.83677, 0.20256)
C (-1.20310, -1.10353, -0.30998)
H (3.73812, 1.48644, -0.86747)
H (-0.86550, -0.56866, 1.86939)
H (-0.06183, 1.79779, 0.50193)
H (-1.06205, -2.17481, -0.18889)
H (-2.01787, -0.87730, -0.98763)

17.
Entry from the Open Molecules 2025 dataset: a molecular structure, C5H5N (ωB97M-V/def2-TZVPD).

## Properties
E_LUMO: 0.36 eV
Energy above the lowest of the compared OMol25 structures with the same formula, charge and spin: 649.9 kJ/mol

CARTESIAN COORDINATES (ANGSTROEM)
N (-2.27595, 0.47982, 0.15342)
C (1.10612, -0.68190, 0.28677)
C (-1.43450, -0.38551, -0.48076)
C (-0.19468, -0.63547, -0.08958)
C (4.01042, 0.24056, -0.21807)
C (2.88822, 0.06414, 0.10304)
H (-1.82594, -1.09725, -1.20190)
H (1.34352, -1.51342, 1.02070)
H (4.96987, 0.62295, -0.54174)
H (-2.69428, 0.99703, -0.51774)
H (-1.64173, 1.20991, 0.53179)

18.
Entry from the Open Molecules 2025 dataset: a single C5H5N molecule (ωB97M-V/def2-TZVPD).

## Properties
SMILES: [H]/N=C/C#CC=C
E_LUMO: 0.52 eV
Energy above the lowest of the compared OMol25 structures with the same formula, charge and spin: 357.4 kJ/mol

CARTESIAN COORDINATES (ANGSTROEM)
N (0.44632, 2.28775, 2.32741)
C (0.71775, 0.66172, 0.80090)
C (1.02661, 1.19117, 2.09120)
C (0.34490, 0.08798, -0.25613)
C (-1.17022, -1.08837, -1.81296)
C (0.03081, -0.45869, -1.58009)
H (0.77551, 2.75593, 3.14413)
H (1.64273, 0.56532, 2.72671)
H (0.88293, -0.17359, -2.33577)
H (-2.00863, -1.13152, -1.17102)
H (-1.56569, -1.49158, -2.81907)

These records have maximum force values of 6.048, 5.145, 3.563, 6.935, 1.226, 4.873, 2.407, 4.902, 3.912, 4.730, 6.410, 1.297, 5.308, 7.549, 1.139, 0.872, 7.595, 5.804 eV Å⁻¹, in the order they appear.
These records have electronic energy values of -21875.6958, -7980.2413, -13414.6704, -22276.3296, -10956.8547, -12074.9067, -12074.9108, -12075.6059, -12073.6919, -29053.7530, -29650.7106, -29652.1828, -25002.0388, -67302.4403, -6753.7750, -6750.2262, -6749.1722, -6752.2032 eV, in the order they appear.